Here is a structure of composition C40H58F3IrN3O2 from OMol25. Energies are from ωB97M-V/def2-TZVPD.

## Properties
F_max, hartree/bohr: 0.00842
Net charge: +1
Orbital gap (alpha / beta), eV: 6.7 / 6.7
Spin multiplicity: 1
LUMO energy (alpha / beta), eV: -3.5 / -3.5
Calculated total energy, eV: -61974.69225

Geometry as XYZ:
```
107
C40H58F3IrN3O2 ωB97M-V/def2-TZVPD
Ir -0.6281 -0.8036 -1.1516
C -1.8391 -3.2643 -2.6373
N -0.7902 -2.2262 -2.7583
C -1.0360 -1.4550 -3.9977
C 0.5526 -2.8794 -2.8936
C 1.6404 -2.0175 -2.2865
N 1.2563 -1.6435 -0.9069
C 2.1974 -0.6390 -0.3280
C 2.1146 0.7411 -0.9019
C 3.2397 1.3041 -1.5005
C 3.2917 2.6527 -1.8014
C 2.2185 3.4305 -1.3588
C 1.0825 2.9237 -0.7405
C 0.9786 1.5178 -0.6462
O -0.2024 0.9409 -0.2889
C 0.0844 3.8599 -0.0420
C -1.3320 3.7471 -0.6142
C 0.5152 5.3251 -0.1563
C 0.0453 3.5053 1.4541
C 4.4750 3.3159 -2.5015
C 5.5602 2.3048 -2.8718
C 3.9843 3.9920 -3.7892
C 5.0953 4.3733 -1.5768
C 1.2918 -2.8489 -0.0309
C 0.6025 -2.6299 1.2710
C 1.2898 -2.7603 2.4618
C 0.6310 -2.6298 3.6780
C -0.7300 -2.3553 3.6304
C -1.4612 -2.1906 2.4523
C -0.7642 -2.3300 1.2377
O -1.3545 -2.2548 -0.0106
C -2.9474 -1.8492 2.5292
C -3.4825 -1.8348 3.9635
C -3.1087 -0.4211 1.9838
C -3.7802 -2.8926 1.7708
C 1.3984 -2.8032 4.9858
C 2.5531 -1.7922 5.0335
C 0.5117 -2.5804 6.2108
C 1.9652 -4.2289 5.0471
H -1.7746 -3.9559 -3.4804
H -2.8164 -2.7844 -2.6456
H -1.7161 -3.7913 -1.6975
H -1.0288 -2.1237 -4.8615
H -0.2556 -0.7036 -4.1231
H -2.0037 -0.9648 -3.9427
H 0.7631 -3.0713 -3.9476
H 0.5042 -3.8477 -2.4013
H 1.7804 -1.0903 -2.8475
H 2.5949 -2.5551 -2.2887
H 3.2176 -1.0247 -0.4218
H 1.9466 -0.6004 0.7343
H 4.0931 0.6641 -1.6902
H 2.2933 4.5017 -1.4802
H -1.3312 3.8908 -1.6990
H -1.9691 4.5185 -0.1762
H -1.7623 2.7794 -0.3712
H 0.4687 5.6876 -1.1854
H 1.5254 5.4819 0.2243
H -0.1607 5.9396 0.4396
H -0.2669 2.4740 1.6098
H -0.6598 4.1599 1.9710
H 1.0297 3.6455 1.9048
H 5.1774 1.5298 -3.5393
H 5.9849 1.8259 -1.9873
H 6.3721 2.8163 -3.3900
H 3.5677 3.2553 -4.4792
H 4.8133 4.4970 -4.2886
H 3.2139 4.7363 -3.5833
H 5.4104 3.9250 -0.6331
H 4.3920 5.1760 -1.3522
H 5.9695 4.8222 -2.0517
H 2.3419 -3.1101 0.1221
H 0.8058 -3.6704 -0.5507
H 2.3504 -2.9831 2.4302
H -1.2614 -2.2706 4.5637
H -2.9852 -1.0865 4.5815
H -3.3829 -2.8096 4.4440
H -4.5436 -1.5820 3.9392
H -2.5985 0.2812 2.6458
H -4.1637 -0.1375 1.9362
H -2.6598 -0.3007 1.0054
H -3.6774 -3.8678 2.2498
H -3.4611 -3.0121 0.7404
H -4.8379 -2.6200 1.7996
H 2.1777 -0.7701 4.9570
H 3.2664 -1.9540 4.2242
H 3.0951 -1.8876 5.9757
H 0.0928 -1.5724 6.2282
H 1.1073 -2.7072 7.1154
H -0.3083 -3.2996 6.2531
H 2.6401 -4.4291 4.2137
H 1.1620 -4.9670 5.0171
H 2.5256 -4.3703 5.9729
F -7.1967 1.2383 -2.4894
C -6.1174 1.7011 -3.1243
F -6.1024 3.0332 -3.0092
F -6.2454 1.4055 -4.4265
C -4.8441 1.0966 -2.5763
C -3.6269 1.6883 -2.8738
C -2.4783 1.1019 -2.3856
N -2.4985 -0.0121 -1.6374
C -3.6746 -0.5848 -1.3690
C -4.8721 -0.0583 -1.8166
H -3.5683 2.5927 -3.4624
H -1.5073 1.5351 -2.5836
H -3.6413 -1.4852 -0.7828
H -5.8040 -0.5433 -1.5656
```

Atom charges from the Mulliken analysis, given in e for atoms 1 to 2:
1. Ir 2.714
2. C -1.110

Here is the molecule C2H7OP from OMol25. Energies are from ωB97M-V/def2-TZVPD.

## Properties
F_max, hartree/bohr: 0.09976
Orbital gap, eV: 10.2
Spin multiplicity: 1
SMILES: CC[PH2]=O
LUMO energy, eV: 0.8
Calculated total energy, eV: -13521.83746

Geometry as XYZ:
```
11
C2H7OP ωB97M-V/def2-TZVPD
C -1.2830 -0.1546 -0.3797
C 0.0017 0.8003 -0.3312
P 1.2807 -0.3072 0.2993
O 2.7067 -0.0029 0.0873
H -1.1582 -1.0244 0.3786
H -2.1662 0.2650 -0.0373
H -1.4150 -0.5973 -1.4018
H -0.1590 1.5267 0.4987
H -0.1869 1.2200 -1.2349
H 1.4342 -0.1315 1.6204
H 0.9451 -1.5942 0.5006
```

Atom charges from the natural (NBO) analysis, given in e for atoms 1 to 2:
1. C -0.598
2. C -0.790

Here is the molecule C5H8N2 from OMol25. Energies are from ωB97M-V/def2-TZVPD.

## Properties
F_max, hartree/bohr: 0.00577
Orbital gap, eV: 9.7
Spin multiplicity: 1
SMILES: [H]/N=C1\C=C(C)CN1
LUMO energy, eV: 0.9
Calculated total energy, eV: -8294.54402

Geometry as XYZ:
```
15
C5H8N2 ωB97M-V/def2-TZVPD
H 2.6984 -1.7659 0.4966
N 2.7424 -0.7549 0.3859
C 1.5686 -0.2600 0.4390
C 0.2331 -0.9005 0.5639
C -0.6784 -0.0847 0.0251
C -2.1304 -0.3251 -0.2286
C 0.0121 1.1913 -0.4200
N 1.3073 1.0977 0.2413
H 0.0792 -1.9017 0.9600
H -2.4470 -1.2959 0.1644
H -2.7376 0.4614 0.2344
H -2.3409 -0.3064 -1.3068
H -0.5462 2.1035 -0.1727
H 0.1430 1.1632 -1.5123
H 2.0804 1.6017 -0.1749
```

Atom charges from the natural (NBO) analysis, given in e for atoms 1 to 2:
1. H 0.337
2. N -0.708

Here is a cluster of 2 separate species, CH2N2O2S in total from OMol25. Energies are from ωB97M-V/def2-TZVPD.

## Properties
F_max, hartree/bohr: 0.12253
Orbital gap, eV: 7.5
Spin multiplicity: 1
LUMO energy, eV: -2.0
Calculated total energy, eV: -18972.72960

Geometry as XYZ:
```
8
CH2N2O2S ωB97M-V/def2-TZVPD
C -0.9368 -1.1240 -0.8478
N 0.4106 0.4917 -0.2367
N 0.5662 0.5840 1.0055
O 0.2990 -0.4161 1.6868
O 1.0675 1.6502 1.4516
S -1.5033 -1.0090 -2.2683
H -0.6964 -1.2779 0.2254
H 0.7931 1.1011 -1.0164
```

Atom charges from the natural (NBO) analysis, given in e for atoms 1 to 2:
1. C -0.147
2. N -0.559